The following is a DFT calculation (the ωB97M-V functional and the def2-TZVPD basis) of a cluster of 2 separate species, C2H6N2O4 in total at a distorted geometry.

Atoms and positions in Å:
C -11.7399 10.8314 -32.7387
N -12.6865 10.3114 -33.7581
O -12.2189 10.0541 -34.8499
O -13.8439 10.1669 -33.4366
H -11.2376 9.9533 -32.3377
H -12.2851 11.3470 -31.9575
H -11.0220 11.4793 -33.2250
C -15.5324 9.0080 -35.9105
N -15.3028 7.5545 -35.5834
O -14.1826 7.2013 -35.2776
O -16.2840 6.8440 -35.5829
H -16.0750 9.4509 -35.0868
H -16.0832 8.9784 -36.8457
H -14.5634 9.4684 -36.0481

SMILES: C[N+](=O)[O-].C[N+](=O)[O-]
Orbital gap (eV): 10.894
HOMO (eV): -10.80
ΔE to the lowest compared entry with this formula, charge and spin (kcal/mol): 162.0